Entry 1:
Density functional theory data (the ωB97M-V functional and the def2-TZVPD basis) for a structure of composition C26H30BaClNO5SSe2Te in a non-equilibrium geometry.

The geometry in XYZ format:
```
68
Properties=species:S:1:pos:R:3:forces:R:3
Ba -0.973 1.247 0.618 0.64 -0.39 0.36
O -5.218 3.344 0.664 2.45 -0.29 0.07
C -3.985 3.057 0.579 -1.89 0.20 -0.53
O -3.410 1.960 0.830 -0.36 0.22 0.21
C -3.056 4.065 -0.125 1.70 1.20 -1.10
C -3.544 5.101 -0.928 -1.55 0.34 0.54
C -2.747 5.860 -1.813 -0.07 0.08 0.81
C -1.401 5.516 -1.859 0.65 -0.02 1.11
C -0.916 4.531 -0.961 0.08 -0.90 -0.12
N -1.699 3.856 -0.120 -1.39 -0.39 -0.45
C 0.582 3.989 -1.021 -0.35 0.10 1.14
O 1.340 4.507 -1.816 0.42 1.11 -1.43
O 0.915 3.068 -0.219 -1.31 -0.45 0.05
H -4.621 5.324 -0.733 0.89 -0.19 -0.62
H -3.169 6.759 -2.341 0.48 -1.21 0.42
H -0.604 6.056 -2.359 -0.34 -0.06 -0.52
C 6.210 1.358 1.653 0.33 -0.46 0.53
Se 4.290 1.214 1.821 0.42 -0.28 0.59
C 3.850 2.446 0.438 -0.29 0.63 -1.23
C 3.642 1.761 -0.896 0.45 -1.71 0.22
Se 2.309 0.334 -0.829 -0.05 -0.71 -0.22
C 3.509 -1.279 -0.797 -2.00 0.67 0.03
H 6.579 2.296 2.005 0.05 0.81 0.31
H 6.576 1.234 0.656 -0.07 -0.24 -0.79
H 6.684 0.595 2.270 -0.17 -0.13 0.00
H 4.642 3.174 0.267 0.21 0.16 0.52
H 2.948 2.983 0.702 -0.17 0.04 0.16
H 4.557 1.208 -1.181 -0.23 0.43 -0.06
H 3.310 2.371 -1.710 -0.03 0.82 -0.18
H 4.277 -1.131 -1.510 0.59 -0.04 -1.00
H 2.831 -2.136 -1.009 0.75 0.56 0.25
H 3.940 -1.260 0.175 0.20 -0.46 0.84
Cl 0.649 4.406 2.849 0.08 0.12 0.22
C 0.071 2.791 3.214 -0.70 0.21 -0.23
C -1.317 2.602 3.510 1.69 -0.30 -0.23
C -1.789 1.329 3.685 -1.51 0.16 0.04
C -1.018 0.137 3.480 2.00 1.10 -0.24
C -1.546 -1.084 3.295 -0.22 -1.22 -0.32
C 0.422 0.393 3.303 -0.23 1.41 -0.46
C 0.933 1.702 3.120 -1.79 -1.49 0.92
H -1.950 3.473 3.524 -0.26 0.04 0.09
H -2.880 1.176 3.773 0.60 0.24 0.10
H -2.577 -1.273 3.506 -0.51 -0.12 -0.07
H -0.934 -1.891 2.908 -0.05 -0.07 0.29
H 1.091 -0.444 3.167 0.08 -0.13 0.08
H 1.977 1.825 2.997 0.77 0.27 -0.29
Te 1.520 -4.631 -1.018 1.05 0.64 -0.14
C -0.086 -5.867 -0.834 -1.73 -0.76 -0.09
C -1.198 -5.545 -0.019 0.18 -2.72 -0.83
C -2.218 -6.505 0.145 0.76 0.52 -1.01
C -2.286 -7.648 -0.647 -0.41 0.09 0.70
C -1.276 -7.906 -1.553 -0.23 -0.39 0.05
C -0.193 -7.055 -1.594 1.21 0.12 -0.56
H -1.190 -4.643 0.503 -0.09 1.31 0.98
H -3.003 -6.347 0.833 -0.77 0.38 0.76
H -3.115 -8.345 -0.502 0.19 0.18 -0.14
H -1.378 -8.805 -2.169 0.41 0.32 0.04
H 0.673 -7.286 -2.237 -0.58 0.06 0.23
C -1.325 -0.530 -3.362 0.31 -0.16 -0.25
S -0.610 -1.867 -2.374 0.58 0.45 0.30
C -1.821 -3.179 -2.594 -0.76 1.06 1.07
O -0.834 -1.388 -0.961 -0.11 0.29 -0.17
H -1.545 -0.915 -4.359 -0.48 0.06 0.10
H -0.582 0.252 -3.509 0.31 -0.09 0.26
H -2.145 -0.093 -2.796 -0.41 -0.25 -0.27
H -1.699 -3.775 -3.469 0.51 -0.42 -0.59
H -2.829 -2.731 -2.599 0.31 -0.18 0.21
H -1.645 -3.742 -1.666 -0.23 -0.16 -0.47
```
Positions in Å, forces in eV/Å.

The largest force on an atom is 2.9 eV/Å. The calculation puts the LUMO energy at 3.791 eV. The value obtained for the energy is -7394.56232 Ha. As for the total charge: -2. The value obtained for the energy above the lowest of the compared OMol25 structures with the same formula, charge and spin is 0.0 kJ/mol.

natural (NBO) population analysis, charges in e, atoms 1 to 6: atom 1 (Ba): 1.835, atom 2 (O): -0.717, atom 3 (C): 0.748, atom 4 (O): -0.840, atom 5 (C): 0.088, atom 6 (C): -0.235

=====

Entry 2:
Density functional theory data (the ωB97M-V functional and the def2-TZVPD basis) for a structure of composition C30H52BrCoN3OP2 in a non-equilibrium geometry.

The geometry in XYZ format:
```
90
Properties=species:S:1:pos:R:3:forces:R:3
N -6.903 5.378 -6.452 0.09 -0.06 0.22
C -6.712 5.913 -5.236 0.01 -0.57 -0.35
C -5.960 5.284 -4.239 0.40 -0.28 -0.09
C -5.307 4.057 -4.528 -1.19 0.50 -1.23
C -5.571 3.481 -5.799 -0.17 0.85 0.14
C -6.365 4.184 -6.723 0.36 -0.11 0.88
C -4.361 3.445 -3.609 0.74 -0.73 -0.35
Co -0.027 -0.075 -0.200 1.09 1.06 1.01
P 5.678 -0.829 -1.065 -2.54 0.72 0.05
C -3.477 2.490 -4.010 -1.39 1.17 -0.14
C -2.420 2.010 -3.168 0.37 -0.57 0.51
C -1.249 1.500 -3.767 -0.03 0.29 0.44
C -0.157 1.157 -2.972 -0.52 -0.05 -0.21
C -0.359 1.213 -1.601 -0.77 0.60 0.22
C -1.480 1.763 -0.942 0.38 -0.20 -0.77
C -2.550 2.095 -1.769 0.13 -0.18 -0.17
Br 2.123 0.623 -0.875 0.21 -0.06 0.41
H -4.329 3.871 -2.602 0.11 -0.16 -0.31
H -3.491 2.148 -5.049 0.08 0.17 0.40
H -5.851 5.785 -3.269 0.07 -0.32 -0.39
H -5.136 2.528 -6.097 -0.21 0.23 0.10
H -7.190 6.886 -5.068 0.24 -0.43 0.03
H -6.555 3.751 -7.709 -0.01 0.25 0.29
H -1.224 1.399 -4.856 0.18 0.16 0.38
H -3.523 2.372 -1.363 0.43 0.17 0.08
H 0.791 0.861 -3.419 -0.32 -0.17 0.24
H -1.506 1.934 0.138 -0.11 -0.23 -0.27
P -0.655 -2.030 -1.004 -0.54 -0.57 -0.12
C 5.494 0.968 -0.771 0.95 0.31 0.51
C 6.631 1.851 -1.308 0.18 0.14 -0.02
H 5.446 1.086 0.324 -0.08 -0.11 -0.29
H 4.525 1.282 -1.182 0.20 -0.39 -0.02
H 6.477 2.886 -0.979 -0.03 -0.27 -0.07
H 7.600 1.528 -0.913 -0.17 0.08 -0.12
H 6.684 1.868 -2.401 -0.04 -0.12 0.18
C 4.918 -1.224 -2.675 0.85 -0.12 -0.62
C 5.639 -2.410 -3.344 0.04 -0.21 -0.19
H 5.021 -0.328 -3.303 -0.02 -0.14 0.18
H 3.846 -1.423 -2.544 0.20 0.12 0.31
H 5.322 -2.520 -4.387 0.02 0.07 0.24
H 6.726 -2.260 -3.344 -0.24 -0.06 -0.07
H 5.429 -3.361 -2.841 0.04 0.21 -0.01
C 4.678 -1.709 0.203 0.86 -0.60 0.17
C 5.500 -1.945 1.482 0.07 -0.07 0.25
H 4.424 -2.685 -0.243 0.01 0.32 0.05
H 3.744 -1.153 0.386 0.37 0.05 -0.29
H 5.004 -2.675 2.130 0.06 0.15 -0.16
H 6.487 -2.349 1.223 -0.20 0.03 0.20
H 5.651 -1.036 2.078 -0.05 -0.13 -0.26
C -0.563 -3.332 0.280 0.12 -0.04 0.18
C -1.604 -4.448 0.187 -0.04 -0.27 0.12
H -0.612 -2.827 1.259 0.05 -0.22 -0.36
H 0.455 -3.746 0.198 -0.25 0.12 0.06
H -2.588 -4.126 0.552 0.26 -0.01 -0.18
H -1.719 -4.827 -0.836 0.04 0.06 0.22
H -1.285 -5.285 0.819 -0.14 0.11 -0.16
C 0.485 -2.558 -2.352 0.09 -0.21 0.27
C -0.010 -2.449 -3.791 0.02 -0.05 -0.19
H 0.767 -3.593 -2.104 0.00 0.25 -0.23
H 1.377 -1.925 -2.211 -0.21 -0.27 -0.07
H -0.830 -3.147 -4.003 0.17 0.21 0.07
H -0.337 -1.433 -4.040 0.01 -0.22 0.08
H 0.821 -2.699 -4.461 -0.22 0.02 0.04
C -2.355 -1.948 -1.661 0.04 -0.47 -0.46
C -3.455 -1.564 -0.661 -0.27 0.10 0.14
H -2.560 -2.935 -2.105 -0.12 0.37 -0.05
H -2.323 -1.211 -2.483 0.08 -0.30 0.24
H -4.191 -0.932 -1.179 0.16 -0.16 0.26
H -4.002 -2.440 -0.280 0.31 0.27 -0.12
H -3.080 -1.000 0.206 -0.05 -0.10 -0.29
C -2.361 -1.053 3.016 -0.27 -0.33 -0.45
N -1.259 -0.532 3.801 0.72 0.35 -0.22
C -1.446 -0.459 5.244 0.02 0.25 0.48
C -0.268 0.056 3.078 -0.06 0.07 -0.51
O -0.381 -0.008 1.807 0.03 0.26 0.20
N 0.785 0.716 3.632 -0.38 -0.13 -0.36
C 1.300 0.496 4.976 0.24 -0.04 0.50
C 1.595 1.630 2.819 -0.04 0.12 -0.04
H -3.131 -1.432 3.686 0.13 0.01 -0.09
H -2.013 -1.871 2.373 -0.27 0.19 0.12
H -2.796 -0.270 2.383 0.05 -0.20 0.14
H -0.702 -1.060 5.783 -0.27 0.19 -0.09
H -1.420 0.580 5.609 -0.05 -0.40 -0.13
H -2.435 -0.871 5.463 0.32 0.16 0.04
H 2.305 0.942 5.012 -0.34 -0.29 0.02
H 0.699 0.997 5.742 0.20 -0.15 -0.12
H 1.385 -0.578 5.209 -0.01 0.45 -0.10
H 2.595 1.206 2.636 -0.29 0.09 -0.03
H 1.111 1.843 1.862 0.13 -0.14 0.28
H 1.715 2.582 3.361 -0.05 -0.38 -0.14
```
Positions in Å, forces in eV/Å.

As for the multiplicity: 4. The largest force on an atom is 2.6 eV/Å. The calculation puts the LUMO energy (spin up / spin down) at -6.092 / -8.453 eV. The value obtained for the energy is -6052.72301 Ha. The expectation value of S² is 4.21. As for the total charge: +2.

Mulliken population analysis, charges in e, atoms 1 to 6: atom 1 (N): -0.569, atom 2 (C): -0.313, atom 3 (C): -0.483, atom 4 (C): 0.693, atom 5 (C): -0.420, atom 6 (C): -0.333

=====

Entry 3:
Density functional theory data (the ωB97M-V functional and the def2-TZVPD basis) for a cluster of 10 separate species, C41H67I3N2O29P in total in a non-equilibrium geometry.

The geometry in XYZ format:
```
143
Properties=species:S:1:pos:R:3:forces:R:3
C -8.469 -4.512 0.807 0.34 0.35 0.26
C -7.403 -3.951 -0.138 -0.56 -0.18 0.01
C -6.340 -4.970 -0.544 0.07 0.78 0.71
C -5.493 -5.395 0.680 -0.14 -0.05 -1.10
N -4.091 -5.123 0.427 -0.20 -0.88 0.12
C -3.132 -5.319 1.494 0.64 1.33 -0.36
O -2.335 -4.138 1.530 0.04 -0.50 0.93
P -3.028 -2.900 2.614 1.12 1.12 -0.77
C -1.600 -1.745 2.111 -0.55 -0.22 -0.64
C -1.715 -1.031 0.762 0.77 0.42 0.25
C -0.326 -0.550 0.281 -0.20 0.22 0.29
C 0.015 0.900 0.691 0.67 -0.34 -0.23
C 0.798 1.595 -0.412 -0.46 -0.19 -0.31
N -0.065 1.858 -1.591 0.16 0.17 0.14
C -3.964 -1.542 3.660 -0.23 -0.43 0.57
I -5.176 -0.299 2.356 0.25 0.07 0.27
C -4.786 -2.098 4.817 -0.59 0.84 -0.69
C -6.221 -2.510 4.485 0.17 -0.68 0.72
I -4.938 -0.488 6.341 0.04 -0.12 0.37
O -4.139 -4.144 3.260 -1.06 -0.42 -0.34
C -3.617 -5.358 2.945 0.94 0.71 0.17
I -4.777 -7.049 3.623 -0.25 -0.06 0.01
H -8.045 -4.671 1.798 0.02 -0.18 0.07
H -9.262 -3.777 0.942 -0.20 -0.09 -0.06
H -8.885 -5.459 0.466 -0.09 -0.01 -0.14
H -6.933 -3.095 0.350 0.16 0.04 0.00
H -7.915 -3.549 -1.015 0.11 -0.05 -0.18
H -5.685 -4.460 -1.249 0.08 -0.31 -0.32
H -6.822 -5.829 -1.008 0.09 -0.07 -0.23
H -5.608 -6.471 0.798 -0.10 -0.04 0.39
H -5.890 -4.865 1.548 0.13 -0.14 0.31
H -3.942 -4.219 0.005 0.05 0.11 0.20
H -2.408 -6.124 1.330 -0.37 -0.39 -0.21
H -3.872 -2.564 1.515 -0.19 -0.16 0.11
H -2.178 -3.276 3.732 -0.27 -0.02 0.13
H -1.372 -1.032 2.908 -0.12 0.02 0.11
H -0.747 -2.418 2.040 0.05 -0.16 0.13
H -2.316 -0.129 0.872 -0.43 -0.13 -0.15
H -2.171 -1.674 0.013 -0.12 -0.14 0.04
H -0.211 -0.675 -0.799 -0.17 0.11 -0.12
H 0.446 -1.167 0.733 0.04 -0.27 -0.15
H -0.866 1.480 0.960 -0.11 0.05 -0.03
H 0.691 0.852 1.549 -0.19 0.10 0.27
H 1.230 2.539 -0.078 -0.04 0.10 0.09
H 1.615 0.936 -0.704 0.25 0.06 0.10
H 0.114 1.155 -2.296 -0.03 0.07 -0.07
H 0.182 2.756 -1.987 -0.03 -0.08 -0.16
H -3.250 -0.842 4.074 0.30 0.00 -0.18
H -4.262 -2.881 5.346 0.29 0.02 -0.01
H -6.481 -3.380 5.091 -0.01 -0.06 0.03
H -6.308 -2.811 3.447 0.01 0.11 -0.12
H -6.928 -1.736 4.752 -0.14 0.20 -0.38
H -2.695 -5.476 3.526 0.02 -0.53 0.06
C 5.895 -1.417 -0.749 0.15 -0.02 -0.09
C 5.439 -0.064 -1.249 -0.24 -0.12 -0.04
O 4.067 -0.031 -0.810 0.27 -0.11 0.05
C 3.942 -0.871 0.246 -0.07 -0.03 0.02
O 2.986 -0.927 0.949 0.09 0.07 0.07
O 5.059 -1.623 0.396 -0.01 0.06 -0.05
H 6.942 -1.437 -0.461 -0.04 -0.02 0.14
H 5.708 -2.212 -1.472 -0.05 0.02 0.00
H 5.980 0.761 -0.784 0.03 0.00 -0.01
H 5.499 0.039 -2.320 -0.18 0.06 -0.08
C -3.038 2.988 5.756 -0.11 -0.34 -0.03
C -3.218 3.876 6.964 -0.08 -0.11 0.10
O -2.520 5.066 6.573 -0.02 0.04 -0.02
C -2.484 5.107 5.222 0.10 -0.20 -0.07
O -2.125 6.053 4.591 0.01 0.05 -0.02
O -2.912 3.942 4.687 0.12 0.28 0.32
H -3.880 2.324 5.587 -0.02 0.05 -0.24
H -2.123 2.397 5.806 0.01 0.02 -0.02
H -4.265 4.126 7.148 0.00 0.02 -0.04
H -2.785 3.462 7.870 0.11 0.11 -0.01
C 8.141 2.233 -6.112 0.00 0.16 -0.18
C 6.774 2.773 -5.755 -0.14 0.24 -0.26
O 6.356 1.862 -4.719 0.10 -0.07 0.10
C 7.455 1.320 -4.167 0.01 0.05 -0.20
O 7.457 0.681 -3.156 0.20 -0.10 -0.08
O 8.557 1.620 -4.879 -0.10 -0.21 0.02
H 8.842 3.003 -6.411 0.08 0.01 0.20
H 8.099 1.464 -6.885 -0.02 -0.04 0.04
H 6.816 3.780 -5.342 0.00 -0.15 -0.06
H 6.077 2.760 -6.585 -0.12 -0.18 0.08
C 9.736 4.391 -9.848 0.13 -0.03 -0.09
C 9.233 5.765 -10.236 0.13 0.09 -0.07
O 7.872 5.726 -9.794 0.07 -0.06 -0.01
C 7.771 4.802 -8.813 -0.09 0.15 0.04
O 6.815 4.651 -8.123 0.09 -0.12 -0.02
O 8.911 4.074 -8.722 -0.03 0.01 -0.07
H 10.786 4.379 -9.566 -0.05 -0.03 0.17
H 9.565 3.647 -10.628 -0.04 0.01 0.00
H 9.751 6.566 -9.706 -0.01 -0.03 0.04
H 9.279 5.955 -11.305 -0.18 -0.01 -0.01
C -4.081 -11.070 4.166 -0.04 0.10 -0.13
C -3.831 -10.163 5.350 0.00 0.15 -0.04
O -3.890 -11.079 6.453 0.02 -0.10 -0.12
C -3.609 -12.318 5.990 0.00 0.01 0.04
O -3.415 -13.270 6.676 0.00 0.00 -0.01
O -3.577 -12.328 4.636 -0.03 0.04 0.05
H -3.555 -10.757 3.268 0.10 -0.12 0.02
H -5.143 -11.178 3.939 0.00 -0.01 0.04
H -2.842 -9.705 5.323 0.00 0.00 0.00
H -4.577 -9.382 5.453 -0.03 -0.08 0.22
C -3.307 0.835 -3.366 0.14 0.26 0.19
C -2.694 0.292 -4.639 0.02 0.07 -0.07
O -2.776 -1.120 -4.437 -0.02 0.05 0.02
C -3.776 -1.364 -3.544 -0.07 -0.02 0.10
O -4.204 -2.441 -3.295 0.01 0.00 -0.05
O -4.211 -0.207 -2.992 0.05 -0.13 -0.16
H -3.845 1.768 -3.515 -0.15 -0.08 0.05
H -2.572 0.968 -2.569 0.01 0.00 -0.02
H -3.272 0.555 -5.528 -0.02 -0.01 0.02
H -1.661 0.599 -4.782 0.05 -0.16 0.03
C 4.522 2.627 0.761 -0.16 -0.23 0.22
C 4.341 3.665 1.846 -0.06 -0.01 0.03
O 4.991 4.816 1.268 -0.08 -0.05 -0.07
C 4.977 4.669 -0.076 0.00 -0.04 -0.13
O 5.288 5.503 -0.869 -0.02 0.11 0.23
O 4.580 3.429 -0.421 0.02 -0.08 -0.01
H 3.706 1.914 0.690 -0.06 0.08 -0.09
H 5.465 2.087 0.865 0.02 0.04 0.03
H 3.293 3.905 2.028 0.00 0.03 -0.06
H 4.813 3.393 2.786 0.13 0.15 -0.03
C -5.640 6.684 2.199 0.01 0.10 0.03
C -4.768 5.674 2.913 0.07 0.07 -0.05
O -5.561 4.486 2.844 -0.08 0.13 -0.03
C -6.407 4.597 1.795 0.04 -0.13 0.01
O -7.078 3.717 1.369 -0.06 0.07 -0.05
O -6.381 5.863 1.292 0.03 0.00 0.06
H -5.071 7.435 1.657 -0.05 -0.07 -0.15
H -6.340 7.184 2.873 -0.01 -0.04 0.01
H -3.823 5.500 2.400 0.01 -0.01 0.03
H -4.565 5.943 3.942 -0.10 -0.10 0.05
C 8.436 3.715 -2.621 0.04 -0.12 0.25
C 8.371 4.891 -1.670 -0.17 -0.13 0.11
O 9.073 5.910 -2.400 -0.02 -0.11 -0.16
C 9.007 5.608 -3.715 0.01 0.09 0.14
O 9.347 6.329 -4.598 0.01 -0.04 -0.06
O 8.503 4.360 -3.898 0.15 0.24 0.16
H 7.561 3.074 -2.560 -0.03 0.16 -0.06
H 9.335 3.109 -2.488 -0.01 0.01 -0.03
H 7.344 5.210 -1.492 0.11 0.11 -0.07
H 8.861 4.694 -0.719 0.15 0.15 -0.06
```
Positions in Å, forces in eV/Å.

The largest force on an atom is 1.8 eV/Å. The calculation puts the LUMO energy at 1.143 eV. The value obtained for the energy is -5128.51075 Ha. As for the total charge: -1.

Mulliken population analysis, charges in e, atoms 1 to 6: atom 1 (C): -1.118, atom 2 (C): -0.289, atom 3 (C): -0.490, atom 4 (C): 0.013, atom 5 (N): -0.192, atom 6 (C): -0.172

=====

> Which formula does entry 3 have?

C41H67I3N2O29P

=====

> Among the records above, which one has the lowest total charge?

C26H30BaClNO5SSe2Te

=====

> What is the energy in the third record?

-5128.51075 Ha

=====

> Which formula does entry 3 have?

C41H67I3N2O29P